w.
{
  "formula": "C2H5ClN2",
  "method": "ωB97M-V with the def2-TZVPD basis set",
  "symbols": ["N", "N", "C", "C", "Cl", "H", "H", "H", "H", "H"],
  "coordinates": [[1.161, -0.762, 0.809], [1.120, -0.731, -0.518], [0.089, -0.032, -1.044], [-0.765, 0.720, -0.156], [-2.107, 1.736, -0.657], [1.500, -1.712, 1.307], [0.159, -0.350, 1.477], [0.075, 0.159, -2.104], [-1.246, -0.186, 0.378], [0.014, 1.158, 0.508]],
  "nbo_charge": [-0.65, -0.20, -0.04, -0.49, 0.00, 0.39, 0.33, 0.20, 0.22, 0.24],
  "lumo_energy_ev": 0.7112,
  "multiplicity": 1
}

x.
{
  "formula": "C2H5ClN2",
  "method": "ωB97M-V with the def2-TZVPD basis set",
  "symbols": ["C", "C", "N", "N", "Cl", "H", "H", "H", "H", "H"],
  "coordinates": [[-0.788, -0.187, -1.384], [1.551, 0.473, 0.248], [-1.448, -0.777, -0.562], [0.922, -0.228, 1.084], [-2.262, -0.011, 1.229], [-0.313, 0.726, -1.457], [-1.912, -1.624, -0.705], [1.629, 1.487, 0.146], [2.178, -0.148, -0.425], [0.445, 0.287, 1.826]],
  "nbo_charge": [0.16, -0.09, -0.41, -0.57, -0.37, 0.20, 0.42, 0.15, 0.16, 0.35],
  "lumo_energy_ev": -0.6530,
  "multiplicity": 1
}

Of them, the most stable is w and the least stable is x.

w.
{
  "formula": "C6H13N2SSi",
  "method": "ωB97M-V with the def2-TZVPD basis set",
  "symbols": ["C", "C", "C", "C", "C", "C", "N", "N", "Si", "S", "H", "H", "H", "H", "H", "H", "H", "H", "H", "H", "H", "H", "H"],
  "coordinates": [[1.230, 1.078, -0.477], [1.570, 1.836, 1.683], [0.561, 0.637, 1.699], [0.193, -0.649, -2.265], [-2.420, -0.124, -0.745], [-0.551, -2.553, 0.238], [1.638, 2.054, 0.241], [0.411, 0.212, 0.348], [-0.679, -0.827, -0.579], [1.349, 0.843, -2.143], [1.123, 2.716, 2.343], [2.537, 1.424, 2.014], [0.956, -0.182, 2.458], [-0.489, 0.839, 2.046], [0.962, -1.437, -2.563], [-0.360, -0.441, -3.153], [-2.750, -0.203, -1.780], [-3.130, -0.600, -0.122], [-2.604, 0.905, -0.374], [-0.335, -3.203, -0.539], [0.279, -2.555, 1.059], [-1.546, -2.737, 0.697], [2.055, 2.965, -0.085]],
  "nbo_charge": [0.32, -0.24, -0.23, -0.94, -1.14, -1.09, -0.55, -0.77, 1.76, 0.41, 0.26, 0.23, 0.23, 0.22, 0.27, 0.27, 0.26, 0.26, 0.27, 0.25, 0.26, 0.26, 0.45],
  "total_charge": 1,
  "lumo_energy_ev": -3.1679,
  "multiplicity": 1
}

x.
{
  "formula": "C6H13N2SSi",
  "method": "ωB97M-V with the def2-TZVPD basis set",
  "symbols": ["C", "C", "C", "C", "C", "C", "N", "N", "Si", "S", "H", "H", "H", "H", "H", "H", "H", "H", "H", "H", "H", "H", "H"],
  "coordinates": [[-0.247, -0.676, 1.469], [0.388, 1.443, 1.418], [-0.285, 1.238, 2.821], [-0.005, -2.237, -0.736], [1.718, -0.373, -2.635], [-1.360, 0.664, -1.763], [0.462, 0.170, 0.825], [-0.739, -0.159, 2.599], [0.070, -0.512, -1.624], [-0.751, -2.233, 0.898], [-0.236, 2.154, 0.757], [1.357, 1.721, 1.663], [0.333, 1.263, 3.626], [-1.165, 1.833, 2.943], [-0.329, -3.195, -1.141], [1.024, -2.303, -0.456], [2.407, -1.264, -2.497], [1.271, -0.295, -3.647], [2.293, 0.610, -2.513], [-1.508, 1.288, -0.867], [-1.013, 1.246, -2.586], [-2.421, 0.280, -1.798], [-1.263, -0.663, 3.242]],
  "nbo_charge": [0.30, -0.24, -0.21, -1.04, -1.15, -1.21, -0.59, -0.58, 1.85, 0.36, 0.20, 0.22, 0.21, 0.21, 0.30, 0.26, 0.29, 0.26, 0.29, 0.29, 0.26, 0.31, 0.41],
  "total_charge": 1,
  "lumo_energy_ev": -3.9332,
  "multiplicity": 1
}

Of them, the most stable is w and the least stable is x.

w.
{
  "formula": "C5H6N4O2",
  "method": "ωB97M-V with the def2-TZVPD basis set",
  "symbols": ["C", "N", "N", "C", "N", "C", "C", "N", "C", "O", "O", "H", "H", "H", "H", "H", "H"],
  "coordinates": [[1.533, 0.802, 1.868], [1.505, -0.450, 2.049], [0.513, -1.207, 1.800], [-0.402, -1.427, 1.025], [-1.400, -2.049, 0.648], [-2.040, -1.595, -0.500], [-1.535, -0.672, -1.299], [-0.181, -0.341, -1.022], [0.353, 0.775, -1.017], [-0.418, 1.871, -1.249], [1.690, 1.011, -0.880], [2.366, 1.334, 2.245], [0.628, 1.386, 1.495], [-3.047, -1.783, -0.567], [-2.114, -0.494, -2.088], [0.193, 2.604, -1.373], [2.355, 0.236, -1.134]],
  "nbo_charge": [-0.11, -0.21, -0.32, 0.68, -0.53, -0.01, -0.12, -0.57, 0.82, -0.67, -0.72, 0.19, 0.14, 0.19, 0.20, 0.49, 0.54],
  "lumo_energy_ev": 0.2282,
  "multiplicity": 1
}

x.
{
  "formula": "C5H6N4O2",
  "method": "ωB97M-V with the def2-TZVPD basis set",
  "symbols": ["C", "C", "C", "C", "C", "N", "N", "N", "N", "O", "O", "H", "H", "H", "H", "H", "H"],
  "coordinates": [[0.890, 2.236, 0.986], [0.445, 1.243, 1.809], [0.090, 0.748, -0.327], [-0.790, -1.707, 0.212], [-0.361, -0.110, -1.410], [0.651, 1.921, -0.315], [-0.051, 0.285, 0.973], [-0.847, -0.806, 1.224], [0.601, -0.877, -2.094], [0.370, -1.174, -3.252], [1.587, -1.250, -1.472], [1.372, 3.160, 1.232], [0.473, 1.117, 2.868], [-1.655, -2.325, 0.040], [0.193, -2.102, -0.002], [-1.191, 0.196, -2.033], [-1.775, -0.554, 1.560]],
  "nbo_charge": [-0.07, -0.11, 0.27, -0.07, -0.22, -0.41, -0.18, -0.38, 0.49, -0.40, -0.44, 0.22, 0.23, 0.22, 0.23, 0.24, 0.38],
  "lumo_energy_ev": -0.5805,
  "multiplicity": 1
}

Of them, the most stable is w and the least stable is x.